No. 1
5
Properties=species:S:1:pos:R:3 method="wB97M-V/def2-TZVPD" orbital_gap_ev="8.34 / 8.25"
O 0.01 -2.25 0.52
F 0.48 -3.22 -0.42
P 0.35 -0.17 -0.73
H -0.19 -0.64 -1.79
H 1.46 -0.99 -1.12


No. 2
63
Properties=species:S:1:pos:R:3 method="wB97M-V/def2-TZVPD" s_squared=0.79 multiplicity=2 orbital_gap_ev="4.65 / 4.83"
Cr -0.12 0.54 0.75
N 0.95 2.48 0.68
C 0.31 3.44 1.60
C -0.46 2.67 2.68
N -1.34 1.65 2.09
C -2.51 2.26 1.42
C -2.29 2.43 -0.08
N -1.69 1.21 -0.61
C -1.78 0.66 3.09
C -2.26 -0.62 2.42
N -1.19 -1.13 1.55
H 1.75 2.07 1.15
H 1.31 2.96 -0.14
H -0.36 4.10 1.05
H 1.05 4.07 2.11
H -1.01 3.37 3.31
H 0.27 2.14 3.29
H -2.78 3.21 1.88
H -3.37 1.59 1.55
H -1.61 3.26 -0.28
H -3.25 2.68 -0.55
H -1.30 1.37 -1.54
H -2.39 0.48 -0.72
H -2.55 1.07 3.76
H -0.91 0.41 3.70
H -3.14 -0.44 1.81
H -2.55 -1.34 3.20
H -1.52 -1.86 0.94
H -0.45 -1.53 2.12
O 2.17 -0.13 -2.32
C 2.08 -0.12 -1.03
O 0.85 -0.58 -0.74
C 3.16 0.13 -0.15
C 4.41 0.39 -0.78
C 5.57 0.50 -0.07
C 5.55 0.37 1.32
C 4.35 0.16 1.97
C 3.13 0.07 1.28
S 1.68 -0.09 2.22
H 4.40 0.44 -1.87
H 6.51 0.67 -0.59
H 6.47 0.42 1.89
H 4.32 0.08 3.04
C 1.54 -2.66 -3.02
Si 0.56 -1.15 -2.43
C -0.12 -0.04 -3.81
C -1.05 -2.12 -1.87
C -0.91 -3.31 -1.16
C -2.00 -4.08 -0.75
C -3.29 -3.65 -1.03
C -3.47 -2.48 -1.75
C -2.36 -1.75 -2.18
H 0.94 -3.32 -3.64
H 1.92 -3.25 -2.18
H 2.41 -2.33 -3.59
H -0.02 -0.60 -4.75
H 0.47 0.87 -3.92
H -1.17 0.23 -3.72
H 0.09 -3.66 -0.90
H -1.84 -5.00 -0.21
H -4.14 -4.23 -0.70
H -4.47 -2.14 -2.00
H -2.55 -0.87 -2.79


No. 3
17
Properties=species:S:1:pos:R:3 method="wB97M-V/def2-TZVPD" smiles="N[C@]12CN=CN[C@H]1C2" orbital_gap_ev=8.88
C -0.70 0.23 0.19
C 0.13 1.44 -0.01
C 2.08 0.18 0.10
C 0.01 -0.94 -0.40
C -0.39 -0.93 1.06
H -2.90 0.00 0.29
H -2.27 0.49 -1.35
H -0.27 2.51 0.60
H -0.10 1.77 -1.12
H 3.12 0.10 0.23
H 1.90 -1.75 -0.91
H -0.65 -1.41 -1.15
H -1.28 -1.63 1.19
H 0.36 -1.09 1.85
N -2.02 0.53 -0.26
N 1.58 1.30 0.32
N 1.41 -0.80 -0.62


The calculation returns the following energy relative to the best compared isomer or geometry (same formula, charge and spin) values, one per record and in order: 697.3; 49.1; 350.8 kJ/mol.